Record 1
DFT (ωB97M-V with the def2-TZVPD basis set) results for a single C8H7FO3 molecule at a distorted geometry.

Properties
**Energy relative to the best compared isomer or geometry (same formula, charge and spin)**: 259.1 kJ/mol
**E_HOMO**: -10.00 eV
**SMILES**: CC#CC(=O)OC(=O)/C(F)=C/C
**Total charge**: 0

Cartesian coordinates (Å):
C -1.93197 -0.42859 1.82018
C -2.05780 -0.07833 0.67760
C -1.60423 -1.25836 2.95181
C -1.55983 -2.70106 1.33007
C 0.85418 -2.09348 1.89656
C -0.16609 -2.31912 1.13399
C -2.04250 0.16695 -0.77553
C 1.85745 -1.01232 1.58512
O -1.11072 -1.06850 4.03422
O -2.18541 -3.08456 0.40670
O -2.10865 -2.52914 2.57513
F 0.00159 -2.12893 -0.19888
H 0.93859 -2.44670 2.96732
H -1.27329 -0.50814 -1.09629
H -1.86282 1.18041 -0.96555
H -2.99435 -0.03940 -1.19023
H 2.82006 -0.98311 2.19227
H 1.38772 -0.05587 1.69187
H 2.21288 -1.16497 0.57684

Cartesian forces, eV/Å:
0.334 1.324 0.507
-0.028 0.302 -0.360
-0.721 0.067 2.202
-0.477 -1.819 -0.168
1.999 0.850 3.937
0.132 -1.018 -1.740
-0.210 -0.631 2.038
2.176 -1.307 -0.168
-0.873 0.133 -1.791
-1.145 -0.773 -0.588
1.388 0.316 0.310
0.111 0.790 -0.156
-0.937 0.426 -1.344
0.294 -0.111 -0.837
0.740 1.451 -0.412
-0.889 -0.636 -0.518
-1.508 -0.400 -0.336
-0.381 0.586 -0.052
-0.002 0.450 -0.524

=====

Record 2
DFT (ωB97M-V with the def2-TZVPD basis set) results for 10 unconnected molecules or ions with the total composition C25H42Cl18N2O5S at a distorted geometry.

Properties
**E_HOMO**: -8.04 eV
**SMILES**: CS(=O)(=O)[C@@]1(CCOC=O)C[C@H](CCCCn2cccc2)NC1=O.ClCCl.ClCCl.ClCCl.ClCCl.ClCCl.ClCCl.ClCCl.ClCCl.ClCCl
**Total charge**: 0

Cartesian coordinates (Å):
C 5.68843 -4.31147 2.08977
S 5.97196 -2.56954 1.88158
O 6.64050 -2.07440 3.06369
O 6.71305 -2.40564 0.64828
C 4.42153 -1.66072 1.69287
C 4.83723 -0.16361 1.74046
C 4.43671 0.61559 2.99993
O 3.39648 1.56668 2.67758
C 2.15891 1.04907 2.89820
O 1.45141 0.68474 2.00142
C 3.73562 -1.92418 0.33345
C 2.60639 -2.96763 0.54838
C 1.24958 -2.34079 0.22858
C 0.06666 -3.30162 0.46300
C -0.68052 -3.03409 1.78291
C -1.98358 -2.29099 1.50938
N -2.66478 -1.85194 2.71124
C -3.99772 -1.97650 2.97620
C -4.26727 -1.40967 4.19129
C -3.03299 -0.92952 4.70072
C -2.07302 -1.22335 3.77227
N 2.72274 -3.21238 1.97817
C 3.34134 -2.19641 2.65157
O 3.09505 -1.88064 3.79270
H 6.36620 -4.60211 2.89230
H 4.67577 -4.57012 2.37741
H 6.00829 -4.77813 1.16275
H 4.46441 0.37352 0.87291
H 5.92398 -0.10113 1.66467
H 4.14707 -0.02388 3.82928
H 5.28353 1.21026 3.33887
H 1.84153 1.02526 3.94903
H 3.18813 -1.03078 0.02977
H 4.42122 -2.12628 -0.48815
H 2.70706 -3.83828 -0.10339
H 1.25304 -2.01673 -0.81628
H 1.09240 -1.44277 0.83289
H -0.60376 -3.27126 -0.39589
H 0.44583 -4.32498 0.50376
H -0.93502 -3.98720 2.25510
H -0.05104 -2.45252 2.45631
H -2.63658 -2.89980 0.89022
H -1.73105 -1.40052 0.92337
H -4.70348 -2.45053 2.31300
H -5.22559 -1.32542 4.67605
H -2.87696 -0.41401 5.63421
H -1.01791 -1.01268 3.82021
H 2.00324 -3.72016 2.47326
C -4.24923 -0.48143 -1.93969
Cl -4.19848 -1.15327 -0.30788
Cl -2.72190 0.30700 -2.36625
H -4.42570 -1.28634 -2.64292
H -5.04398 0.25269 -1.99264
C -3.12791 2.95489 -4.84447
Cl -3.82729 1.55896 -5.67040
Cl -3.99999 4.44970 -5.21260
H -3.17598 2.78264 -3.77630
H -2.10040 3.06803 -5.16799
C -1.70504 -6.05056 -2.32067
Cl -0.09839 -6.03029 -1.58270
Cl -2.85395 -5.02205 -1.45116
H -1.61958 -5.68505 -3.33657
H -2.07627 -7.06782 -2.30854
C -6.69904 5.84264 -7.42182
Cl -7.69955 6.45033 -6.09237
Cl -7.64440 5.56979 -8.89292
H -5.92510 6.57523 -7.63691
H -6.25947 4.90100 -7.11415
C 6.63818 -4.28442 -2.28197
Cl 6.14483 -3.08968 -3.48371
Cl 5.28268 -4.78700 -1.26166
H 7.02205 -5.15735 -2.79521
H 7.39165 -3.84124 -1.64079
C 7.69839 -1.57403 6.54542
Cl 8.92543 -2.75126 7.03494
Cl 6.33706 -1.53204 7.67387
H 8.15484 -0.59220 6.52033
H 7.32721 -1.84758 5.56534
C -3.75272 8.68281 -8.72446
Cl -3.71237 7.20337 -7.74880
Cl -2.95645 10.03202 -7.91462
H -3.24202 8.48656 -9.65901
H -4.78862 8.94723 -8.90188
C 0.23752 4.28321 4.47770
Cl 1.41114 3.46289 5.51801
Cl -1.41269 3.73186 4.77502
H 0.29044 5.34643 4.67686
H 0.49048 4.07378 3.44497
C -10.29212 8.48181 -3.74811
Cl -10.02029 9.04977 -2.09614
Cl -11.76315 7.51080 -3.87748
H -10.38748 9.34267 -4.39841
H -9.44635 7.87472 -4.04649

Cartesian forces, eV/Å:
0.289 -0.163 0.299
1.299 0.116 -0.153
-0.559 -0.055 0.313
-0.400 -0.077 -0.108
-0.896 0.803 -1.044
0.391 -0.134 0.894
0.647 0.452 0.009
-0.311 -0.292 0.249
-0.201 -0.093 -0.472
0.034 0.147 0.187
-0.483 -0.194 -0.449
0.123 0.771 -0.238
-0.553 -0.155 -0.264
0.480 0.004 0.384
-0.472 -0.403 -0.361
0.836 0.618 0.051
-0.006 -0.442 0.079
-0.573 -0.033 0.025
0.200 0.192 0.268
-0.207 0.041 0.038
0.174 0.230 0.174
-0.228 -0.360 -0.016
0.160 -0.443 0.163
0.220 0.001 0.054
0.002 0.080 0.003
-0.071 0.104 -0.151
-0.259 -0.032 0.071
-0.198 -0.131 0.012
-0.017 -0.079 -0.041
-0.103 -0.024 -0.061
-0.073 0.101 -0.078
0.178 -0.056 0.056
0.343 0.276 0.227
0.109 -0.308 0.207
0.290 -0.316 0.475
0.142 -0.029 -0.008
0.214 0.068 -0.038
-0.157 -0.005 0.122
0.014 0.002 -0.153
0.105 0.089 0.206
-0.016 -0.068 0.091
-0.116 -0.088 0.224
-0.070 -0.048 -0.097
0.259 -0.066 -0.226
-0.049 -0.106 -0.095
0.055 -0.037 -0.004
0.012 -0.034 -0.216
-0.123 0.173 0.010
-0.085 -0.031 -0.051
-0.321 0.188 -0.243
0.048 -0.014 0.033
0.057 -0.021 0.007
0.036 0.045 0.043
0.058 -0.019 0.028
-0.018 -0.010 -0.029
0.001 0.062 0.029
-0.063 -0.006 -0.002
-0.020 0.015 -0.064
-0.014 -0.017 -0.046
-0.013 -0.146 -0.143
-0.011 0.004 -0.022
0.018 0.051 0.018
-0.005 0.001 0.068
0.007 0.062 -0.070
0.020 -0.006 0.026
0.024 0.002 0.002
-0.414 -0.215 0.083
-0.050 -0.021 0.008
0.163 0.094 0.039
0.004 0.004 -0.003
-0.119 -0.190 -0.214
-0.069 -0.016 -0.025
-0.073 0.070 0.046
-0.030 0.024 -0.101
0.022 0.006 -0.024
-0.015 0.029 -0.017
0.023 -0.006 0.076
-0.033 -0.063 -0.029
-0.035 0.028 -0.055
0.423 0.125 -0.046
-0.006 0.009 -0.012
0.047 -0.021 0.027
-0.008 0.001 0.050
-0.014 0.021 -0.065
0.032 0.027 0.022
-0.002 0.002 -0.020
-0.008 -0.008 0.057
-0.004 -0.053 0.007
0.028 0.012 -0.035
0.037 0.024 -0.011
0.023 -0.006 -0.047
-0.060 0.023 0.035
-0.019 -0.058 0.052

=====

Record 3
DFT (ωB97M-V with the def2-TZVPD basis set) results for a single CH3N2OP molecule at a distorted geometry.

Properties
**Energy relative to the best compared isomer or geometry (same formula, charge and spin)**: 133.3 kJ/mol
**E_HOMO (spin up / spin down)**: -10.40 / -10.40 eV
**Total charge**: 0

Cartesian coordinates (Å):
C -0.16392 -0.58835 -0.17256
N -0.74212 0.89258 -0.17368
N -1.40867 -1.45551 -0.07154
O -3.57213 0.41979 0.07180
P -2.17809 -0.06334 0.01735
H 0.46364 -0.75962 -1.13258
H 0.49722 -0.69014 0.68232
H -0.13664 1.44912 0.44074

Cartesian forces, eV/Å:
1.271 0.305 -1.572
-0.383 -3.669 0.012
0.291 2.704 -0.259
1.589 -0.513 0.025
-0.008 1.047 0.179
-1.389 0.180 1.435
-0.077 -0.191 0.180
-1.295 0.136 0.001

=====

Record 4
DFT (ωB97M-V with the def2-TZVPD basis set) results for a single C3H5ClF3NO4S2 molecule at a distorted geometry.

Properties
**E_HOMO (spin up / spin down)**: -10.68 / -10.68 eV
**SMILES**: CN[S@](=O)(=CC(F)(F)F)OS(=O)(=O)Cl
**Total charge**: 0

Cartesian coordinates (Å):
C -0.06533 -0.54379 -0.63307
C 0.27925 1.66353 1.69151
C 0.33312 2.87186 2.58083
N -0.26101 0.84505 -0.72352
O -0.98356 3.14842 0.00632
O -2.76435 1.14767 0.16940
O -5.04528 1.76331 -0.28841
O -3.62130 0.74281 -2.10485
F 0.76409 4.05479 2.00261
F 1.27512 2.50519 3.45013
F -0.75339 3.26600 3.35721
S -1.02667 1.77407 0.42060
S -4.01763 0.91901 -0.75247
Cl -4.37994 -0.95880 -0.00854
H -0.97433 -1.18940 -0.71245
H 0.58925 -0.79766 -1.53175
H 0.48785 -1.02449 0.12968
H -0.08688 0.95289 2.37543
H -0.71190 1.22964 -1.49644

Cartesian forces, eV/Å:
-0.211 -2.937 -3.112
-2.837 0.804 -0.264
0.019 2.808 0.644
-0.538 1.763 2.492
-1.125 -0.624 -0.536
0.727 0.448 0.641
-0.520 0.262 -0.483
-0.216 0.372 -0.088
-0.534 -1.706 0.326
0.533 -0.002 0.447
0.784 -0.945 -1.264
3.048 0.705 -0.395
1.599 -0.869 1.249
-0.298 0.130 -0.289
0.263 0.752 -0.147
-1.009 0.229 0.854
0.727 0.815 1.608
0.212 -1.831 0.971
-0.625 -0.173 -2.653

=====

Record 5
DFT (ωB97M-V with the def2-TZVPD basis set) results for 2 unconnected molecules or ions with the total composition C6H13O3 at a distorted geometry.

Properties
**Energy relative to the best compared isomer or geometry (same formula, charge and spin)**: 292.4 kJ/mol
**⟨S²⟩**: 0.79
**E_HOMO (spin up / spin down)**: -8.18 / -9.08 eV
**Total charge**: 0
**Multiplicity**: 2

Cartesian coordinates (Å):
C 2.60331 -2.75534 -0.47815
O 2.78159 -1.99639 -1.61341
H 3.26466 -3.63629 -0.58408
H 2.90570 -2.21225 0.43529
H 1.56040 -3.10423 -0.37410
C 1.46528 -0.53414 -1.97578
H 1.93890 -0.25172 -2.91993
H 0.54021 -1.09581 -2.14888
C 1.43560 0.50661 -1.03444
O 0.59632 0.60345 0.01831
C -0.73694 0.15642 -0.14000
C -1.57456 0.64811 1.01199
O -1.90378 1.99989 0.83068
C -2.76204 2.49400 1.82743
H 2.30309 1.15685 -0.90171
H -0.76656 -0.94462 -0.15385
H -1.15220 0.52326 -1.09236
H -1.02766 0.50568 1.96291
H -2.49070 0.03014 1.05850
H -2.95572 3.55100 1.60982
H -3.72127 1.94734 1.83415
H -2.30365 2.40804 2.82762

Cartesian forces, eV/Å:
-0.256 0.159 0.456
-0.337 0.947 -0.910
-0.246 0.202 0.059
-0.139 -0.229 -0.056
0.230 -0.092 0.121
-0.553 0.729 -0.268
0.314 -0.427 0.507
0.462 -0.083 0.310
0.604 -1.156 0.316
0.398 0.459 -0.322
-0.369 -0.560 -0.251
-0.093 -0.214 0.307
0.103 0.107 -0.250
-0.165 0.070 0.257
-0.347 -0.072 -0.153
0.034 0.210 0.022
0.139 -0.044 0.246
-0.100 -0.004 -0.229
0.153 0.140 -0.016
0.079 -0.300 0.047
0.197 0.116 0.010
-0.110 0.042 -0.202

=====

Record 6
DFT (ωB97M-V with the def2-TZVPD basis set) results for a single C4H9NO2 molecule at a distorted geometry.

Properties
**Energy relative to the best compared isomer or geometry (same formula, charge and spin)**: 247.0 kJ/mol
**E_HOMO**: -8.84 eV
**SMILES**: CN[C@@H](C=O)CO
**Total charge**: 0

Cartesian coordinates (Å):
C -1.17017 1.98128 -0.87946
N -0.87322 1.34635 0.38334
C -0.05516 0.18419 0.55157
C 1.38956 0.28033 -0.02683
O 2.03310 -0.97698 -0.30993
C -0.75460 -1.05194 -0.01583
O -0.76265 -2.10797 0.55701
H -1.17624 1.14813 -1.59817
H -2.18846 2.35939 -0.94727
H -0.43162 2.68316 -1.25390
H -0.98027 1.89171 1.21726
H -0.02560 -0.08296 1.61220
H 2.02774 0.76431 0.72705
H 1.49420 0.85101 -0.95749
H 1.40568 -1.68887 -0.24759
H -1.22070 -0.85707 -1.00722

Cartesian forces, eV/Å:
0.248 -1.704 -0.655
-0.561 0.552 0.724
0.323 -0.855 -0.488
0.860 -0.367 0.223
-0.042 0.629 0.204
0.250 0.916 -0.259
-0.164 -0.165 -0.316
0.060 0.381 -0.201
0.095 0.346 0.374
0.064 0.439 0.131
0.028 0.169 -0.061
0.316 0.429 0.000
-0.261 0.116 -0.193
-0.648 0.196 0.219
-0.319 -0.528 0.137
-0.248 -0.555 0.162

=====

no.,DFT total energy (Ha)
1,-634.49314
2,-10145.09369
3,-565.97144
4,-2029.00067
5,-461.96549
6,-362.99147